Record 1
DFT (the ωB97M-V functional and the def2-TZVPD basis) results for C13H10AsN4ORhS5 as an isolated structure.

CARTESIAN COORDINATES (ANGSTROEM)
Rh1 -0.8360 0.4611 0.4122
O1 3.0462 -1.5195 1.0416
C1 1.8622 -1.1354 0.9331
N1 1.3907 -0.0010 0.4801
C2 2.3137 0.9846 0.0166
C3 1.6457 1.8976 -0.9853
C4 2.3935 2.6614 -1.8784
C5 1.7408 3.4824 -2.7789
C6 0.3541 3.5247 -2.7730
C7 -0.3188 2.7380 -1.8560
N2 0.3146 1.9533 -0.9862
C8 0.7490 -2.0732 1.3697
C9 1.0438 -3.3179 1.9100
C10 0.0006 -4.1476 2.2774
C11 -1.3065 -3.7214 2.0856
C12 -1.5161 -2.4689 1.5353
N3 -0.5092 -1.6684 1.1991
H1 3.2051 0.5331 -0.4355
H2 2.6717 1.6174 0.8447
H3 3.4739 2.5871 -1.8628
H4 2.3070 4.0741 -3.4892
H5 -0.2061 4.1327 -3.4698
H6 -1.4022 2.7204 -1.8114
H7 2.0853 -3.5844 2.0207
H8 0.2003 -5.1216 2.7093
H9 -2.1525 -4.3404 2.3520
H10 -2.5105 -2.0809 1.3458
S1 -5.1318 -0.7060 -2.3005
As1 -3.2939 0.2903 -1.7960
S2 -1.4730 -0.8002 -1.9418
S3 -3.1990 1.2241 0.1540
S4 -3.7385 1.6541 -3.4083
S5 -0.4905 1.1012 5.3146
C13 -0.5533 1.2653 3.6704
N4 -0.5927 1.4034 2.5129

E_tot	-5133.06870	Ha
energy above the lowest of the compared OMol25 structures with the same formula, charge and spin	0.000	eV
<S²>	6.016
total charge	-2
spin multiplicity	5



Record 2
DFT (the ωB97M-V functional and the def2-TZVPD basis) results for C13H10IrN6S as an isolated structure in a non-equilibrium geometry.

CARTESIAN COORDINATES (ANGSTROEM)
Ir1 0.4560 2.0408 0.7128
S1 -1.4600 -4.8363 -1.7431
N1 -2.4148 -3.5101 -1.4572
C1 -1.5980 -2.5311 -1.0305
C2 -1.9721 -1.1999 -0.6607
C3 -3.2882 -0.7031 -0.6896
C4 -3.5137 0.6109 -0.3042
C5 -2.4241 1.3704 0.0915
N2 -1.1486 0.9162 0.1281
C6 -0.9216 -0.3446 -0.2401
C7 0.3959 -0.7341 -0.1770
N3 1.2374 0.2108 0.2424
C8 2.5525 -0.1011 0.3298
C9 3.0853 -1.3403 0.0118
C10 2.2177 -2.3311 -0.4259
C11 0.8463 -2.0333 -0.5258
C12 -0.1562 -2.9573 -0.9614
N4 0.0323 -4.2336 -1.3400
H1 -4.1144 -1.3338 -1.0070
H2 -4.5114 1.0353 -0.3109
H3 -2.5480 2.4046 0.4024
H4 3.1899 0.7081 0.6772
H5 4.1496 -1.5256 0.1039
H6 2.5935 -3.3172 -0.6858
N5 3.6117 2.0806 1.1729
C13 2.5102 2.0665 1.0123
N6 0.9781 3.9160 1.3824
H7 1.5543 3.8214 2.2484
H8 0.1103 4.4581 1.5915
H9 1.5299 4.4022 0.6408
H10 -0.9799 2.9906 0.8109

E_tot	-1331.47678	Ha
<S²>	8.802
total charge	+2
spin multiplicity	6